The following is a quantum chemistry calculation of a structure of composition C58H48N4NaO2P2S4 in a non-equilibrium geometry, from OMol25.

## Properties
charge	-1
HOMO	-4.02	eV
calculated total energy	-5046.24411	Eh
spin multiplicity	1

```
119
Properties=species:S:1:pos:R:3:forces:R:3:lowdin_charge:R:1
Na -2.458502 -1.947158 -1.278109 0.13 -0.48 0.14 0.055
C -6.169423 0.384868 -2.248006 -0.68 0.38 0.86 -0.053
C -4.766095 -0.025215 -1.993424 0.51 -1.67 2.11 -0.293
N -4.414725 -0.882910 -1.021469 -0.87 2.03 -0.85 0.002
N -5.353181 -1.129060 -0.111398 -1.03 -0.86 0.24 -0.033
C -5.123398 -2.147390 0.742562 1.21 0.11 -0.78 -0.917
N -6.183057 -2.530266 1.496022 -1.79 1.80 -0.64 0.039
S -3.711510 -3.070529 0.966336 0.29 0.16 0.07 0.534
C -3.689191 0.484079 -2.797605 2.12 0.52 -1.74 -0.193
C -3.912495 1.530557 -3.781124 0.06 -1.43 1.51 -0.015
C -2.869170 2.074879 -4.490545 0.41 -0.50 0.56 -0.076
C -1.565917 1.602891 -4.217552 0.33 0.37 -0.57 -0.082
C -1.402550 0.573504 -3.317659 -1.24 -0.60 0.86 -0.131
N -2.422664 -0.023365 -2.634055 -0.15 1.40 -0.69 0.090
H -6.774460 0.257349 -1.332187 0.39 0.00 -0.44 0.067
H -6.594211 -0.263755 -3.005848 -0.17 -0.11 -0.31 0.086
H -6.270326 1.426287 -2.567677 0.00 -0.17 0.03 0.060
H -6.952210 -1.851634 1.560724 0.53 -0.48 -0.23 0.096
H -5.997416 -3.028807 2.317170 0.47 -0.78 0.98 0.037
H -4.944372 1.825480 -3.854972 0.08 0.40 -0.52 0.079
H -3.082003 2.853134 -5.206088 0.21 0.12 -0.16 0.095
H -0.642005 1.981931 -4.693561 -0.87 0.01 0.16 0.093
H -0.406630 0.205795 -3.065004 -0.27 0.02 -0.19 0.044
O 1.951936 1.206129 -0.050970 0.28 0.41 1.05 -0.574
S 1.229063 0.450153 1.021912 0.08 -1.22 -0.25 0.924
C 1.866785 0.986896 2.637388 1.32 0.00 -1.45 -0.301
C 3.241776 0.896679 2.822586 -0.20 0.13 -0.97 -0.052
C 3.869841 1.234904 4.016574 -0.82 0.74 1.58 -0.012
C 3.072507 1.563709 5.113219 -0.87 -0.96 -1.19 -0.118
C 3.326806 1.626620 6.609438 0.93 -0.50 -0.57 -0.121
C 1.993792 2.000317 7.222256 -1.99 -1.35 0.86 -0.132
C 0.997854 1.913202 6.099172 -2.34 1.01 -1.34 -0.145
C -0.400418 2.184314 6.030183 2.49 -0.86 0.29 -0.012
C -1.070624 2.085687 4.808818 1.08 0.22 -1.59 -0.079
C -0.379208 1.746935 3.611311 -1.08 0.35 0.40 -0.274
P -1.188464 1.842552 1.946591 0.38 0.22 -0.40 1.068
C -2.877026 1.261139 2.298746 0.36 2.50 0.61 -0.374
C -2.962244 0.066828 2.964931 -0.28 -0.56 -0.57 -0.136
C -4.187087 -0.327221 3.444500 0.21 -0.58 0.70 -0.108
C -5.279366 0.532611 3.462212 -0.39 -0.93 0.02 -0.106
C -5.177407 1.771592 2.863388 0.65 0.53 -0.38 -0.081
C -3.954034 2.159497 2.240925 -1.40 -0.95 0.63 -0.061
C -1.360036 3.649609 1.724500 -0.28 0.19 -0.24 -0.359
C -1.506309 4.558261 2.794666 -0.24 -0.23 -1.22 -0.089
C -2.058654 5.799656 2.500267 0.52 0.74 0.36 -0.100
C -2.306809 6.205985 1.174488 0.58 -0.11 0.23 -0.086
C -1.914084 5.381493 0.099975 -0.71 0.26 1.64 -0.089
C -1.508256 4.090811 0.377867 0.56 -0.53 0.52 -0.098
C 1.023170 1.475538 3.631978 -0.81 0.20 1.53 -0.165
C 1.655692 1.656709 4.888255 1.24 -0.33 0.57 -0.083
C 2.032142 -1.189300 1.205689 -2.42 0.55 1.36 -0.310
C 1.705713 -1.917309 2.366195 1.73 0.49 -1.68 -0.046
C 2.629437 -2.831706 2.906014 -0.23 0.20 -0.78 -0.007
C 3.817427 -3.015194 2.231955 -0.55 0.32 -0.29 -0.161
C 5.021784 -3.849009 2.526288 -0.37 -1.67 -0.27 -0.107
C 5.868654 -3.807725 1.200884 0.34 -0.59 0.89 -0.109
C 5.099888 -2.902897 0.299412 0.97 0.73 -1.90 -0.160
C 5.362068 -2.416544 -0.990418 0.14 -0.44 1.74 0.001
C 4.561048 -1.409286 -1.529931 -0.74 -0.21 0.08 -0.083
C 3.318835 -1.091514 -0.976584 0.56 0.86 -0.83 -0.246
P 2.008192 -0.327311 -2.056029 -1.35 -0.77 0.97 1.084
C 2.846604 0.927087 -2.993534 1.01 1.22 -1.09 -0.358
C 3.967491 1.607411 -2.504942 -0.45 0.16 -0.68 -0.098
C 4.749079 2.380833 -3.369528 -0.27 -0.03 -0.56 -0.091
C 4.365538 2.574634 -4.697817 0.14 -1.13 -0.36 -0.100
C 3.187469 1.962438 -5.185452 0.25 1.32 -0.11 -0.100
C 2.432307 1.208584 -4.334704 -0.88 -0.84 1.23 -0.101
C 1.931779 -1.619522 -3.319566 0.17 -1.38 -1.00 -0.363
C 3.056281 -2.002165 -4.065624 0.13 -0.23 -0.45 -0.103
C 3.047588 -3.094797 -4.933046 -0.12 0.75 0.38 -0.095
C 1.905481 -3.838811 -5.054652 -1.19 -0.52 -0.49 -0.091
C 0.754381 -3.485053 -4.355924 0.23 -0.27 0.48 -0.069
C 0.761488 -2.396805 -3.496686 0.11 0.93 0.72 -0.077
C 3.016756 -1.552137 0.329146 2.60 -1.19 0.01 -0.160
C 3.975478 -2.438924 0.946615 -1.44 0.52 0.18 -0.084
H 3.903097 0.563345 1.999100 -0.71 0.18 0.37 0.135
H 4.934795 1.276905 4.067770 0.61 -0.32 0.11 0.102
H 4.079227 2.373690 6.820117 0.39 0.06 0.28 0.109
H 3.698715 0.623286 6.950307 -0.28 0.95 -0.19 0.136
H 1.923163 2.994367 7.646807 0.33 0.12 0.34 0.115
H 1.613090 1.238546 7.972161 0.81 1.01 -0.37 0.140
H -0.913748 2.461199 6.916840 -0.54 0.21 0.65 0.094
H -2.100953 2.454961 4.735596 0.27 -0.61 0.03 0.116
H -2.094305 -0.588424 3.034370 -0.25 0.06 0.01 0.109
H -4.185781 -1.324300 3.858704 -0.56 -0.10 0.17 0.097
H -6.238061 0.176070 3.890289 0.72 0.41 -0.25 0.108
H -6.056684 2.412413 2.955832 0.42 0.15 -0.45 0.097
H -3.874692 3.123333 1.743020 0.06 -0.18 0.19 0.096
H -1.190990 4.287731 3.805471 -0.39 0.10 -0.39 0.092
H -2.167676 6.504875 3.351414 -0.23 -0.37 -0.83 0.106
H -2.697442 7.212809 1.019035 0.08 -0.30 -0.14 0.094
H -1.987299 5.689911 -0.914755 -0.13 0.38 -0.60 0.090
H -1.235766 3.452198 -0.483478 -0.28 0.05 0.82 0.114
H 0.809689 -1.720321 2.886744 -0.83 0.51 0.61 0.101
H 2.308986 -3.316601 3.805483 0.38 -0.41 0.43 0.107
H 4.688644 -4.923782 2.647853 0.41 1.11 0.37 0.132
H 5.522169 -3.505950 3.438843 0.16 -0.21 -0.28 0.114
H 5.951743 -4.819276 0.801851 -0.05 -0.04 -0.12 0.112
H 6.902472 -3.507173 1.410213 -0.22 0.28 -0.24 0.114
H 6.152222 -2.817081 -1.590772 0.66 0.00 -0.06 0.103
H 4.922824 -0.935272 -2.449373 -0.50 -0.29 0.39 0.098
H 4.208971 1.571426 -1.455961 0.20 -0.37 0.16 0.099
H 5.702727 2.750917 -3.015096 -0.09 0.29 0.02 0.094
H 5.039008 3.005736 -5.436994 -0.11 0.35 0.39 0.091
H 2.813079 2.178818 -6.203943 0.42 -0.25 0.65 0.109
H 1.449393 0.823240 -4.654245 0.72 -0.10 -0.01 0.101
H 3.988482 -1.457508 -3.987475 -0.21 0.12 -0.08 0.084
H 3.891066 -3.357766 -5.537931 0.57 0.05 -0.06 0.090
H 1.855188 -4.680795 -5.755621 0.12 0.22 0.38 0.106
H -0.118423 -4.116150 -4.350691 -0.16 0.03 -0.31 0.061
H -0.156914 -2.146292 -2.916152 0.83 -0.33 -0.53 0.077
C -2.816715 -4.725111 -5.948433 -0.30 0.64 0.80 -0.145
O -2.160868 -4.566567 -4.658739 -0.12 -0.94 -0.81 -0.349
C -2.875834 -4.187562 -3.532688 0.30 -0.14 -1.62 -1.356
S -4.375527 -3.551102 -3.855389 -0.52 0.39 0.83 0.564
S -1.982827 -4.463677 -2.134804 -0.02 -0.01 0.18 0.562
H -2.183558 -5.320370 -6.598320 0.39 -0.13 0.27 0.072
H -2.957804 -3.738399 -6.401613 -0.11 -0.14 0.05 0.069
H -3.803428 -5.202558 -5.844855 0.40 0.18 0.07 0.053
```
Forces are in eV/Å.